DFT (ωB97M-V with the def2-TZVPD basis set) results for a 10-piece molecular cluster, C54H130F9N7O20 overall in a non-equilibrium geometry.

Summary:
* total energy: -133886.71474 eV
* F_max: 5.733 eV/A
* Kohn-Sham gap: 2.61 eV
* energy above the lowest of the compared OMol25 structures with the same formula, charge and spin: 281.60 kcal per mole
* HOMO level: -8.58 eV
* charge: +4

Structure (XYZ):
```
220
Properties=species:S:1:pos:R:3:forces:R:3
C -0.8495 -0.4699 0.1727 2.8 0.9 3.9
O -2.1814 -0.2652 0.6437 -1.2 -0.7 0.3
O -0.0372 -0.9048 1.2412 -1.8 -0.5 -2.4
C -0.7128 -1.1630 -1.1919 -0.9 -0.3 1.4
F -1.2756 -2.4060 -1.2948 0.0 0.6 0.0
F -1.2516 -0.3517 -2.0980 -1.1 0.2 -1.3
F 0.5323 -1.2808 -1.5790 1.7 -0.5 0.0
C -3.1761 0.3516 -0.1494 0.0 -0.6 -0.6
C -4.4973 0.2388 0.5290 -0.6 0.3 1.4
H -5.2610 0.9604 0.2390 -0.1 -0.3 -1.2
H -4.8170 -0.8008 0.4577 -0.4 0.2 0.4
H -4.4380 0.6033 1.5545 0.5 -0.7 0.6
H -3.3089 -0.2522 -1.0471 0.3 0.6 -0.6
H -3.0294 1.4106 -0.3619 0.8 0.1 -0.3
H -0.4882 0.5489 0.0329 0.1 0.5 -1.2
C -6.0065 -8.8258 -5.7552 5.2 -0.9 0.0
O -5.7859 -8.3551 -4.4006 -1.8 1.3 0.5
O -4.7543 -9.5480 -5.9867 -4.3 1.1 -0.2
C -7.4019 -9.4772 -6.0433 2.5 -1.7 1.7
F -7.6861 -9.3508 -7.3070 -0.6 0.3 -1.6
F -7.4413 -10.8088 -5.7628 0.0 0.2 0.0
F -8.3884 -8.9429 -5.3244 -0.9 0.6 0.3
C -6.5696 -7.2303 -3.9076 0.0 -2.1 1.0
C -6.1003 -7.0628 -2.4698 0.2 0.6 -0.4
H -6.6174 -6.2047 -2.0404 0.0 0.1 0.3
H -6.3457 -7.9547 -1.8934 0.1 0.0 -0.1
H -5.0249 -6.8857 -2.4563 0.1 0.0 0.2
H -7.6043 -7.5436 -3.7691 -0.3 0.2 -0.6
H -6.5677 -6.3015 -4.4782 0.5 -0.1 -0.4
H -6.0095 -7.9221 -6.3646 -0.3 0.4 -0.5
C 3.0305 6.3230 -1.7742 -0.8 -0.2 5.7
O 4.2135 5.6890 -2.1437 1.2 -2.4 -2.3
O 3.2838 7.0258 -0.6071 -0.4 0.3 -2.0
C 2.2967 6.9848 -2.9137 1.4 1.5 1.0
F 1.3815 7.9293 -2.6154 0.2 0.0 0.4
F 3.1891 7.4944 -3.7250 1.6 2.1 -1.4
F 1.6928 6.1263 -3.6618 -2.3 -2.8 -1.5
C 4.1151 4.3682 -2.8296 0.2 1.4 0.1
C 5.4970 4.0549 -3.3254 0.7 -0.5 0.0
H 5.5830 3.1640 -3.9476 -0.7 0.0 -0.5
H 5.8802 4.9077 -3.8858 0.3 -0.1 0.2
H 6.1596 3.7262 -2.5247 0.2 0.8 0.4
H 3.4569 4.3846 -3.6983 -0.3 0.4 0.1
H 3.7735 3.5485 -2.1974 -0.3 0.3 0.6
H 2.3672 5.5153 -1.4648 -0.8 -0.7 -0.3
C -10.8870 -4.6238 4.3850 -1.6 -0.8 0.4
O -11.6330 -3.8489 3.4644 -1.7 0.6 -1.0
C -13.0524 -3.7353 3.7532 0.3 0.3 -0.3
C -13.8073 -2.8630 2.7458 1.0 -0.3 -1.0
N -13.7566 -3.3878 1.2861 2.3 0.8 0.0
H -14.1395 -4.3143 1.1633 -0.2 -0.4 0.4
H -14.2914 -2.7886 0.6737 -0.4 0.6 0.0
C -12.3186 -3.4069 0.5794 -1.3 -0.6 0.3
C -11.7044 -2.0385 0.5803 0.3 1.1 1.2
O -12.5780 -1.0254 0.1449 -0.6 -0.6 0.1
C -12.1751 -0.4938 -1.0881 -1.1 0.8 -0.5
H -9.9078 -4.8524 3.9641 0.0 0.6 0.3
H -11.4132 -5.5691 4.5181 0.1 -0.4 -0.1
H -10.9776 -4.1727 5.3731 0.9 0.3 0.1
H -13.1939 -3.1674 4.6727 0.0 -0.3 0.4
H -13.6035 -4.6731 3.8223 0.5 -0.5 0.2
H -13.3355 -1.8816 2.7938 -0.2 0.1 -0.6
H -14.8714 -2.7535 2.9553 0.2 -0.2 0.4
H -12.5380 -3.7603 -0.4281 -0.1 0.1 -0.1
H -11.7403 -4.1830 1.0807 0.1 0.4 0.1
H -10.7743 -2.0057 0.0129 0.0 -0.4 -0.1
H -11.4609 -1.6677 1.5759 0.4 -0.8 0.4
H -12.1734 -1.3037 -1.8176 0.6 0.3 -0.4
H -11.2761 0.1127 -0.9784 0.4 -0.5 -0.2
H -12.9470 0.2182 -1.3804 -0.1 -0.1 -0.1
C 2.2351 0.5680 8.7667 -0.9 1.4 -0.3
O 1.0705 -0.2674 8.7296 1.0 1.2 0.1
C 1.3195 -1.6167 8.9011 -0.5 -0.6 1.4
C 1.0970 -2.3158 7.6139 -1.1 0.2 -1.9
N -0.2300 -1.7059 7.0254 -1.0 -2.2 1.3
H -0.5900 -1.0182 7.6716 0.6 1.2 0.1
H -0.1500 -1.2876 6.1096 0.2 0.0 -0.4
C -1.4538 -2.6461 7.1252 -0.5 0.9 -2.1
C -2.7532 -1.9066 6.6140 1.3 -1.6 1.2
O -2.8701 -0.8501 7.4770 -0.9 1.2 0.2
C -4.2348 -0.3627 7.5086 1.9 1.9 1.6
H 3.0802 0.1363 8.2304 0.1 -0.1 0.4
H 2.4148 1.0008 9.7509 0.5 -1.1 0.5
H 1.9544 1.5038 8.2836 -0.1 -0.2 -0.7
H 0.5776 -1.9564 9.6238 -0.3 -0.3 0.0
H 2.2469 -1.8915 9.4036 0.4 0.3 -0.4
H 0.9760 -3.3938 7.7200 -0.2 0.1 0.0
H 1.8192 -2.1375 6.8172 0.3 0.1 0.3
H -1.6043 -2.7986 8.1939 0.2 -0.4 -0.2
H -1.2979 -3.5246 6.4991 0.3 -0.1 0.5
H -3.5360 -2.6120 6.8927 -0.3 -0.4 -0.7
H -2.8124 -1.5918 5.5721 0.3 -0.4 -0.2
H -4.4619 0.2503 6.6364 -0.5 -1.0 -0.5
H -4.0865 0.4286 8.2434 -0.6 0.0 0.4
H -4.9102 -1.0975 7.9468 -0.2 0.0 -0.7
C -0.2281 13.9831 4.2615 -1.6 -1.0 -1.9
O -0.0752 12.5249 4.3180 0.9 0.7 1.9
C 0.2077 12.0551 5.6441 -0.4 -1.5 -0.5
C -0.2475 10.5357 5.7449 -0.2 0.4 -1.8
N 0.6704 9.4728 5.0163 0.7 0.6 2.0
H 0.7969 9.4423 4.0147 -0.6 0.9 -0.7
H 1.6027 9.5960 5.3848 0.5 0.9 -0.1
C 0.4939 8.0541 5.4170 -1.8 -1.3 0.5
C -0.8049 7.4048 4.7643 2.2 0.4 -0.4
O -1.9408 8.1296 5.0227 -1.3 0.3 0.0
C -3.0347 7.6670 4.2003 -0.8 1.3 -0.5
H 0.6535 14.6144 4.3730 0.0 -0.5 0.2
H -1.1395 14.3521 4.7319 0.4 -0.2 1.5
H -0.6791 14.0662 3.2727 1.0 0.3 -0.6
H -0.2644 12.6996 6.3856 -0.7 -0.4 0.1
H 1.2385 12.0686 5.9980 0.7 0.3 -0.7
H -1.1477 10.3533 5.1580 -0.4 0.4 0.7
H -0.3139 10.1252 6.7525 -0.1 0.3 -0.1
H 0.4459 7.9469 6.5007 0.0 0.5 0.1
H 1.4680 7.6578 5.1303 -0.5 -1.0 -0.4
H -1.0075 6.3801 5.0759 0.8 -0.3 -0.1
H -0.5538 7.4836 3.7066 -0.3 -0.6 -0.5
H -3.2688 6.6029 4.1697 0.5 -0.1 0.6
H -2.9504 8.0010 3.1662 0.8 -0.1 -0.2
H -3.9277 8.2238 4.4842 0.1 -0.2 0.7
C 6.2173 -9.3612 0.4856 0.6 0.0 0.9
O 5.4671 -8.1478 0.4971 0.5 -0.1 -1.1
C 4.7387 -7.9863 1.6760 0.6 1.7 -0.3
C 4.2797 -6.4884 1.7009 -0.2 0.5 -0.2
N 5.1840 -5.5368 0.8836 1.0 -1.5 1.5
H 5.2206 -5.9350 -0.0438 0.6 -0.2 -0.6
H 4.6232 -4.7006 0.8031 0.4 0.8 0.1
C 6.6668 -5.3440 1.4659 -0.4 0.6 -1.6
C 7.5633 -4.5266 0.4797 -0.6 -0.2 0.8
O 7.2634 -4.8564 -0.8132 -1.4 0.2 -1.3
C 8.0379 -4.0726 -1.7455 -0.2 -1.4 0.3
H 6.7909 -9.4383 1.4092 0.1 0.1 0.3
H 6.9901 -9.3423 -0.2829 -0.6 0.0 -0.4
H 5.5962 -10.2568 0.5000 -0.2 0.1 -0.6
H 5.4483 -8.0710 2.4990 -0.4 -0.7 0.5
H 3.9122 -8.6962 1.6437 -0.2 0.2 0.8
H 4.2171 -6.0192 2.6828 0.3 -0.5 0.2
H 3.2817 -6.3125 1.2995 0.0 -0.3 -0.4
H 7.1579 -6.3122 1.5641 -0.8 -0.2 0.2
H 6.5961 -4.7799 2.3958 -0.2 -0.4 0.0
H 8.6112 -4.8035 0.5953 0.2 0.2 1.0
H 7.4076 -3.4610 0.6486 0.2 0.2 0.1
H 9.0399 -4.4730 -1.5912 0.4 0.5 -0.6
H 7.9894 -2.9984 -1.5666 -0.1 0.0 0.1
H 7.6179 -4.3369 -2.7159 0.4 0.2 0.0
C -0.5007 -9.1773 -0.1654 -0.4 -1.7 1.4
O 0.3162 -9.4469 -1.2983 -0.5 3.1 -0.1
C -0.0987 -10.5369 -2.0232 1.4 -1.4 0.5
C 1.0357 -10.8546 -2.9651 -0.1 -0.7 -1.9
N 0.9563 -10.0731 -4.2956 0.5 -0.5 1.1
H 1.6413 -10.5225 -4.8863 0.5 0.2 -0.5
H 0.0612 -10.3322 -4.6851 -0.5 0.1 -0.3
C 1.0469 -8.5493 -4.3510 0.0 -1.3 -0.1
C 2.4734 -8.0510 -4.0353 -0.2 0.9 -0.5
O 3.3993 -8.5680 -4.9513 1.9 -1.9 -0.2
C 4.7264 -8.9332 -4.3688 -2.2 -0.3 0.0
H 0.1046 -9.5356 0.6672 -0.2 0.0 0.4
H -1.4014 -9.7900 -0.2024 0.0 -0.3 0.0
H -0.9173 -8.2218 0.1531 0.8 0.8 -1.3
H -1.0642 -10.5380 -2.5291 -0.2 0.6 -0.2
H -0.1464 -11.3488 -1.2974 -0.2 -0.7 -0.2
H 0.9339 -11.8690 -3.3507 -0.4 -0.2 0.2
H 2.0785 -10.8603 -2.6482 -0.3 0.7 0.7
H 0.2474 -8.3170 -3.6474 0.4 1.0 0.0
H 0.7078 -8.4073 -5.3771 0.2 0.8 0.1
H 2.6861 -8.2215 -2.9800 0.3 -0.3 0.1
H 2.6429 -6.9981 -4.2609 -1.3 0.6 0.8
H 5.2263 -8.0755 -3.9188 0.0 0.0 -0.1
H 5.3445 -9.4490 -5.1036 -0.3 0.5 -0.2
H 4.4417 -9.6769 -3.6245 0.6 0.0 0.5
C 2.9035 6.4232 -11.7977 0.7 0.8 0.8
O 2.0423 5.4749 -11.2166 -1.4 -1.4 -0.8
C 1.0112 6.0094 -10.4124 1.0 0.2 -0.2
C -0.1958 5.1166 -10.3329 -0.1 -2.2 0.6
N 0.1744 3.5432 -10.2714 0.7 1.8 0.1
H -0.6864 3.0259 -10.3793 -0.5 -0.4 0.8
H 0.5969 3.3892 -11.1757 1.0 -0.3 -0.2
C 1.1488 3.1720 -9.0873 0.1 0.7 -0.8
C 1.2992 1.7289 -8.7425 -1.1 -0.6 -1.0
O 1.8476 1.0206 -9.8264 -0.1 -0.8 0.5
C 1.2613 -0.3250 -9.8795 -0.1 1.8 -1.2
H 3.4007 6.8696 -10.9365 0.6 0.4 -0.3
H 2.4359 7.2375 -12.3512 -0.6 -0.2 0.0
H 3.6223 5.9525 -12.4684 -0.2 -0.3 0.3
H 0.6383 6.9220 -10.8774 0.0 0.4 0.3
H 1.4447 6.2063 -9.4319 -0.2 0.3 0.2
H -0.8613 5.2743 -11.1817 0.1 -0.5 -0.1
H -0.7695 5.2328 -9.4134 0.1 0.4 -0.1
H 0.8053 3.7069 -8.2019 0.0 0.3 -0.2
H 2.1320 3.4927 -9.4316 -0.2 0.6 0.0
H 0.2921 1.3389 -8.5952 -0.2 -0.2 0.6
H 1.8956 1.6153 -7.8372 0.0 0.2 0.2
H 1.6780 -0.7150 -10.8081 0.1 -0.6 0.5
H 0.2069 -0.1305 -10.0757 -0.3 -0.5 0.1
H 1.3470 -0.9121 -8.9651 0.5 0.0 -0.2
C 6.0461 4.5385 2.9811 -1.9 -1.7 -0.8
O 6.6807 5.2049 3.9929 2.3 2.3 1.9
C 8.0575 5.5837 3.8695 -0.5 0.4 -1.2
C 8.2643 6.6736 2.8038 0.5 0.9 -0.4
N 7.3759 7.9804 2.9378 0.1 -0.9 -1.9
H 6.5610 7.6940 2.4142 -0.8 -0.2 0.0
H 7.0349 8.1388 3.8752 0.3 0.1 0.5
C 7.7413 9.2986 2.1796 0.1 -0.7 0.1
C 9.0492 9.8606 2.6814 0.5 1.7 -1.6
O 9.5067 10.8867 1.7361 0.2 -2.6 0.1
C 8.8552 12.0934 1.7977 -1.4 1.6 1.5
H 5.0310 4.9090 2.8378 0.1 0.8 -0.1
H 5.7929 3.5565 3.3809 0.6 -0.6 -0.5
H 6.4855 4.4897 1.9847 0.5 0.0 0.2
H 8.7017 4.7710 3.5338 -0.1 -0.4 -0.3
H 8.5492 5.8858 4.7942 -1.0 0.1 0.5
H 8.1090 6.2664 1.8047 -0.7 0.2 0.0
H 9.3054 6.9863 2.7228 0.0 0.1 0.6
H 6.9008 9.9865 2.2721 0.0 -0.1 0.7
H 7.7370 9.1432 1.1008 0.4 -0.8 0.1
H 9.8665 9.1406 2.6417 -0.2 -0.1 0.3
H 8.8825 10.2714 3.6772 0.4 0.1 0.2
H 7.7950 12.0003 2.0330 -0.4 -0.3 0.2
H 8.7941 12.7204 0.9082 1.0 -0.5 -0.4
H 9.2837 12.6503 2.6310 0.0 0.5 -0.1
```
Positions in Å, forces in eV/Å.